The following is a DFT calculation (ωB97M-V with the def2-TZVPD basis set) of a cluster of 9 separate species, C17H46F6N2O17S5 in total.

The geometry in XYZ format:
```
93
Properties=species:S:1:pos:R:3:mulliken_charge:R:1
N 0.7247 4.0963 0.0429 0.25
H 0.2598 3.8035 0.9055 -0.15
H 1.1450 3.2360 -0.3459 0.09
H 1.4802 4.7287 0.2863 0.47
H 0.0783 4.5711 -0.5742 0.40
N 0.6138 -0.2238 -0.0388 1.04
H 1.0818 -1.1209 0.1581 -0.03
H 1.0301 0.3961 -0.7441 0.17
H 0.5032 0.1753 0.9025 0.40
H -0.2675 -0.4999 -0.4903 0.08
C -3.9022 -1.4718 -2.7072 0.39
F -4.3976 -1.6607 -1.4770 -0.21
F -4.4830 -2.3539 -3.5075 -0.22
F -4.1610 -0.2016 -3.1178 -0.24
S -2.0315 -1.7643 -2.7438 1.08
O -1.6854 -1.5049 -4.1452 -0.67
O -1.6068 -0.7505 -1.7977 -0.74
O -1.7818 -3.0844 -2.1873 -0.61
C 1.0315 2.0750 4.7172 0.32
F 1.9171 1.2868 5.3075 -0.20
F -0.1961 1.7115 5.0301 -0.21
F 1.2630 3.3269 5.1606 -0.23
S 1.2523 2.1113 2.8370 1.38
O 2.6264 2.3668 2.6211 -0.80
O 0.7492 0.8337 2.3692 -0.89
O 0.3349 3.2139 2.4538 -0.94
C 2.9078 -3.1280 1.4019 -1.30
C 1.4492 -3.4844 1.4314 0.43
C 0.8588 -3.0545 2.7623 -1.10
O 0.7395 -3.0767 0.3238 -0.64
H 3.4321 -3.2627 0.4541 0.19
H 3.3996 -3.8713 2.0417 0.53
H 3.0362 -2.0721 1.6584 0.09
H 1.4475 -4.5914 1.4647 0.21
H 1.2522 -2.0988 3.1244 0.04
H 1.2013 -3.7716 3.5203 0.52
H -0.2279 -3.0570 2.8479 0.12
C 3.4885 2.4088 -2.9183 -1.33
C 3.1661 2.0357 -1.4776 1.32
C 3.7428 3.0026 -0.4450 -1.66
O 1.7779 1.8650 -1.3478 -1.15
H 3.7129 1.6009 -3.6127 0.09
H 4.4733 2.8950 -2.8450 0.48
H 2.8642 3.1977 -3.3392 0.20
H 3.5923 1.0397 -1.2991 -0.01
H 4.8306 3.0650 -0.3438 0.43
H 3.4551 2.6656 0.5531 0.40
H 3.4259 4.0455 -0.5580 0.21
O -2.0788 -4.7099 0.7487 -0.55
S -3.1809 -3.8219 1.0178 1.26
O -4.4557 -3.9731 0.3398 -0.68
O -3.4697 -3.9860 2.6358 -0.29
C -4.7418 -3.5851 3.1261 -0.19
C -4.8304 -4.1619 4.5616 -1.25
C -2.5474 -2.1328 1.0747 -0.46
H -5.5990 -3.9052 2.5352 0.34
H -4.6917 -2.4933 3.1631 0.26
H -4.8601 -5.2475 4.4835 0.30
H -5.7843 -3.8379 4.9824 0.40
H -3.9972 -3.7674 5.1387 0.31
H -3.3417 -1.3945 1.1635 0.48
H -1.9749 -2.0131 0.1530 -0.20
H -1.7803 -2.0606 1.8442 0.24
O -2.4032 5.3009 3.3348 -0.62
S -2.3301 5.6294 1.9559 1.21
O -1.4079 6.6850 1.5748 -0.66
O -2.0154 4.2965 1.0493 -0.18
C -2.5592 3.0074 1.4262 -0.41
C -2.0251 2.1007 0.3423 -0.26
C -3.9942 5.9197 1.2813 -0.96
H -3.6514 2.9599 1.4343 0.57
H -2.2276 2.7268 2.4256 0.20
H -2.5297 1.1354 0.3977 0.28
H -0.9680 1.9111 0.5289 -0.33
H -2.1783 2.5262 -0.6480 0.29
H -4.6537 5.0580 1.2149 0.31
H -3.8920 6.3032 0.2670 0.31
H -4.3861 6.6980 1.9357 0.36
O 1.2940 -3.5635 -3.1744 -0.59
S 2.2208 -2.4567 -3.2799 1.21
O 3.0536 -2.0826 -2.1685 -0.55
O 3.2824 -2.7110 -4.5724 -0.37
C 4.3704 -1.8036 -4.7029 0.35
C 4.9777 -2.0503 -6.1213 -1.36
C 1.3805 -0.9547 -3.9511 -0.31
H 5.1692 -2.0025 -3.9893 0.20
H 3.9678 -0.7960 -4.6043 -0.02
H 5.8024 -1.3650 -6.3329 0.39
H 4.3002 -1.9840 -6.9693 0.32
H 5.4813 -3.0110 -6.0052 0.33
H 2.1475 -0.2358 -4.2216 0.17
H 0.9014 -0.5229 -3.0709 -0.11
H 0.6021 -1.2772 -4.6368 0.30
```

Its charge is -2. The largest force on an atom comes out at 2.6 eV Å⁻¹. The value obtained for the HOMO-LUMO gap is 3.99 eV. The value obtained for the HOMO energy is -0.818 eV.